ORCA calculation (ωB97M-V/def2-TZVPD) on a 8-piece molecular cluster, C8H14Cl18 overall at a distorted geometry.

```
! wB97M-V def2-TZVPD RIJCOSX def2/J DEFGRID3
* xyz 0 1
C 2.21876 -20.96764 -4.29710
Cl 2.54655 -19.93933 -2.87007
Cl 3.67612 -21.03134 -5.33147
Cl 0.75702 -20.41949 -5.17832
H 1.93896 -21.95290 -3.92414
C -1.63866 -19.58357 -2.80063
Cl -2.62193 -19.22655 -4.23391
Cl -2.63194 -20.17706 -1.45325
Cl -0.63938 -18.17651 -2.33669
H -0.95746 -20.38344 -3.09095
C 2.56006 -20.18223 0.95252
Cl 2.98285 -21.58566 1.99838
Cl 0.83967 -19.89150 0.81246
H 2.97535 -19.25784 1.35395
H 2.81688 -20.42324 -0.07901
C 6.51234 -20.13393 -3.39914
Cl 7.04751 -21.64038 -4.14858
Cl 6.71550 -18.77124 -4.54368
H 5.44567 -20.18911 -3.18169
H 7.20676 -19.93102 -2.58385
C 3.57395 -18.07424 -6.87965
Cl 4.71346 -16.81953 -7.40664
Cl 3.32166 -19.32777 -8.14312
H 3.88841 -18.46963 -5.91379
H 2.59319 -17.62930 -6.71164
C 6.46814 -21.00251 -7.82075
Cl 8.11451 -20.69684 -7.21418
Cl 6.30786 -20.64828 -9.56880
H 6.35843 -22.08120 -7.70901
H 5.69161 -20.50856 -7.23670
C -0.89165 -23.99860 -6.15087
Cl -2.11544 -23.00990 -5.30628
Cl 0.72740 -23.78470 -5.41738
H -1.19827 -25.04454 -6.14150
H -0.86546 -23.62212 -7.17346
C 4.25341 -24.10195 -1.74354
Cl 4.51018 -22.38776 -1.32805
Cl 2.92983 -24.45606 -2.91073
H 5.19868 -24.44710 -2.16238
H 4.01958 -24.63221 -0.82037
*
```

Properties
Energy above the lowest of the compared OMol25 structures with the same formula, charge and spin   5.8 kcal per mole
Structure (SMILES)   ClC(Cl)Cl.ClC(Cl)Cl.ClCCl.ClCCl.ClCCl.ClCCl.ClCCl.ClCCl
Gap between HOMO and LUMO   10.7 eV

=====

ORCA calculation (ωB97M-V/def2-TZVPD) on a single C8H14Cl2Si2 molecule at a distorted geometry.

```
! wB97M-V def2-TZVPD RIJCOSX def2/J DEFGRID3
* xyz 0 1
C -1.36022 0.05592 -0.52564
C -2.55128 -0.29022 -0.05143
C -1.20080 1.28553 -1.42218
C -0.68757 2.43855 -0.56960
C 1.09099 -2.35087 -0.74581
C 1.50884 0.00550 0.86550
C -0.76130 -1.88983 1.66271
C -1.38265 3.56240 -0.56124
Si 0.10980 -1.03358 0.15489
Si -4.30044 -0.00118 0.06194
Cl -5.54971 1.01419 1.24491
Cl -5.37090 -1.39244 -0.94822
H -2.23938 1.58987 -1.83441
H -0.54883 1.15762 -2.37334
H 0.06643 2.29725 0.18871
H 1.72604 -1.77406 -1.57560
H 1.74692 -2.92426 -0.13850
H 0.33075 -3.00638 -1.20741
H 1.92192 0.53394 -0.01810
H 1.02655 0.79799 1.62559
H 2.49167 -0.53536 1.24160
H -0.92776 -1.42565 2.66513
H -1.76804 -2.09989 1.26843
H -0.31772 -2.85774 1.86830
H -2.30808 3.67100 -1.11992
H -1.05060 4.37790 0.11683
*
```

Properties
Energy above the lowest of the compared OMol25 structures with the same formula, charge and spin   14.9 kcal per mole
Structure (SMILES)   C=CCC(=C=[Si](Cl)Cl)[Si](C)(C)C
Gap between HOMO and LUMO   7.9 eV

=====

ORCA calculation (ωB97M-V/def2-TZVPD) on a 4-piece molecular cluster, C8H14F12N3O10S4 overall at a distorted geometry.

```
! wB97M-V def2-TZVPD RIJCOSX def2/J DEFGRID3
* xyz 0 2
O -0.34308 0.21496 -0.36301
H 0.08255 1.00506 -0.02214
H -0.62260 0.33135 -1.27402
H 0.15386 -0.59770 -0.24370
C -0.88208 -3.02770 2.09448
F -1.70872 -2.00983 1.80844
F -0.17577 -2.71191 3.21430
F -1.53062 -4.20340 2.42881
S 0.26529 -3.44101 0.56119
O 1.19127 -4.47406 1.09545
O -0.65121 -3.95521 -0.46428
N 0.95994 -1.87884 0.21456
S 2.44431 -2.26698 0.01947
O 3.18989 -2.17906 1.24251
O 2.83235 -3.36571 -0.87797
C 3.11699 -0.73430 -0.90457
F 2.51958 -0.74860 -2.12195
F 2.73566 0.42856 -0.34720
F 4.47161 -0.78062 -1.02050
C -3.26150 -1.23054 -2.62065
F -3.06323 -1.68277 -1.36111
F -3.95222 -2.11815 -3.28192
F -3.91411 -0.05480 -2.44026
S -1.51499 -0.82119 -3.50020
O -0.60419 -1.89135 -3.08268
O -1.76843 -0.73865 -4.96931
N -1.03119 0.66663 -2.66306
S -0.99218 1.72066 -3.77170
O -0.00212 1.41011 -4.84280
O -2.29769 2.15017 -4.26687
C -0.27961 3.29617 -2.85006
F 0.85636 3.01252 -2.19206
F -0.08118 4.18718 -3.82241
F -1.20542 3.82142 -1.93854
C -1.67681 2.22563 1.72797
C -0.14124 2.16793 2.04065
C 0.25185 0.82878 2.72546
O 1.68606 0.84701 3.10175
C 2.03413 -0.19201 3.97415
N 0.62876 2.33901 0.81385
H -2.11393 2.36211 2.71711
H -2.13708 1.31278 1.34988
H -2.01777 3.12425 1.21383
H 0.04922 2.99425 2.72550
H 0.16156 -0.11069 2.18017
H -0.33885 0.70536 3.63318
H 3.12083 -0.17873 4.05786
H 1.85242 -1.19005 3.57542
H 1.54881 -0.06347 4.94164
H 0.60209 3.32568 0.59968
H 1.55245 2.16972 1.18566
*
```

Properties
⟨S²⟩   0.764
Gap between HOMO and LUMO (spin up / spin down)   8.6 / 2.9 eV

=====

ORCA calculation (ωB97M-V/def2-TZVPD) on C8H14LiO8S as an isolated structure at a distorted geometry.

```
! wB97M-V def2-TZVPD RIJCOSX def2/J DEFGRID3
* xyz -1 1
Li 0.23644 -0.75827 -0.77856
S -0.18244 0.82482 -3.54295
O -0.02118 0.26235 -2.29724
O 0.93521 0.46510 -4.37367
O -1.41445 0.45402 -4.11749
O -0.17369 2.26045 -3.31986
C 2.45954 1.52813 -0.36141
O 1.90548 0.37764 0.31069
H 2.04478 2.41409 -0.15650
H 2.66319 1.39256 -1.45674
H 3.26335 1.86450 0.01539
H 2.56966 0.01910 0.72967
C 0.77178 -3.17320 0.75880
O 0.42582 -2.78699 -0.63856
H -0.22447 -3.52301 1.40327
H 1.27733 -2.34188 1.14603
H 1.33308 -4.09195 0.73416
H -0.18433 -3.38425 -0.98707
C -0.68859 1.78982 1.49004
C -0.69672 0.76183 2.42672
C -1.26376 -0.44294 2.09363
C -1.79231 -0.57802 0.81275
C -1.91834 0.46345 -0.08439
C -1.25473 1.68311 0.27677
O -1.24347 2.78394 -0.52175
O -1.26731 -1.46648 2.97908
H -0.28112 2.63222 1.81465
H -0.02139 0.84988 3.51223
H -2.65051 -1.54614 0.70456
H -2.45756 0.28132 -1.03289
H -1.12913 2.37062 -1.40751
H -1.02016 -1.38581 3.86814
*
```

Properties
Energy above the lowest of the compared OMol25 structures with the same formula, charge and spin   32.3 kcal per mole
Gap between HOMO and LUMO   4.8 eV

=====

ORCA calculation (ωB97M-V/def2-TZVPD) on C8H14MnN2P as an isolated structure at a distorted geometry.

```
! wB97M-V def2-TZVPD RIJCOSX def2/J DEFGRID3
* xyz 0 5
C -0.22475 -2.75699 -1.90057
C 0.65290 -3.64613 -1.21204
C 0.04466 -3.96606 0.03851
C -1.27311 -3.42595 0.06659
C -1.41858 -2.59308 -1.08920
Mn -1.26802 0.51016 -1.76635
P -0.87061 2.20106 -3.39428
H -0.06225 -2.29569 -2.87457
H 1.62436 -3.99426 -1.55828
H 0.48280 -4.59240 0.81032
H -2.28101 -1.95820 -1.33478
H -2.00962 -3.57540 0.85251
H -2.06224 2.59247 -4.10716
H -0.02406 1.79428 -4.48115
H -0.29499 3.47617 -3.05456
C 0.47308 1.38340 3.41791
N 0.65866 1.86195 2.04157
C 1.55616 3.00703 1.83388
C 0.07992 1.30002 1.02945
N -0.41643 0.97492 0.01565
H 0.92851 2.12821 4.07727
H 0.94976 0.40358 3.56553
H -0.59127 1.27713 3.65511
H 2.48692 2.69871 1.33895
H 1.07804 3.77379 1.21193
H 1.78114 3.42128 2.81779
*
```

Properties
⟨S²⟩   6.086
Energy above the lowest of the compared OMol25 structures with the same formula, charge and spin   0.0 kcal per mole
Gap between HOMO and LUMO (spin up / spin down)   5.2 / 5.1 eV

=====

ORCA calculation (ωB97M-V/def2-TZVPD) on an isolated ion of composition C8H14N and charge +1 at a distorted geometry.

```
! wB97M-V def2-TZVPD RIJCOSX def2/J DEFGRID3
* xyz 1 1
C 1.63114 1.68294 -1.03275
C -1.52833 0.33438 -0.26596
C -0.80662 0.44897 1.07759
C -0.19662 -0.05038 -0.95043
C 0.56318 -0.07620 0.38896
C -1.36494 -0.31348 2.20571
C -0.28144 -0.78510 -2.22822
C 1.69621 -0.89854 0.78659
N 0.80888 0.86712 -0.53226
H 2.23403 2.35627 -0.40858
H 1.29017 1.88889 -2.00609
H -2.16448 -0.50806 -0.44591
H -2.10398 1.13639 -0.66877
H -0.46394 1.32655 1.68336
H -1.78747 -1.23385 1.92816
H -2.13058 0.37954 2.49398
H -0.62927 -0.35561 3.01274
H 0.64961 -1.10599 -2.63061
H -0.48791 -0.10245 -2.98223
H -0.94063 -1.64906 -2.10552
H 2.42023 -0.86277 -0.03712
H 1.38289 -1.89546 1.04245
H 2.20988 -0.58409 1.67491
*
```

Properties
Energy above the lowest of the compared OMol25 structures with the same formula, charge and spin   51.0 kcal per mole
Structure (SMILES)   C=[N+]1[C@]2(C)C[C@@H](C)[C@]12C
Gap between HOMO and LUMO   9.8 eV

=====

ORCA calculation (ωB97M-V/def2-TZVPD) on C8H14N as an isolated structure at a distorted geometry.

```
! wB97M-V def2-TZVPD RIJCOSX def2/J DEFGRID3
* xyz 1 3
C -0.01796 1.80553 0.40473
C 1.29803 1.93754 0.18402
C 1.54468 -0.06173 -1.25282
C -0.52650 0.43371 0.45624
C 1.28855 -0.44216 0.17371
C 1.81779 -1.66858 0.93090
C -2.91232 -0.15350 -0.03980
C -1.52059 -0.06668 -0.59392
N 2.03017 0.72170 -0.03830
H -0.67129 2.61534 0.84230
H 1.85221 2.83815 0.22724
H 2.40913 -0.60678 -1.66403
H 0.75522 0.45586 -1.88477
H -0.93127 0.05564 1.42682
H 2.50512 -1.43424 1.77941
H 2.49316 -2.15265 0.13567
H 1.11816 -2.44435 1.21231
H -3.44487 0.61221 -0.44774
H -2.86075 0.12275 0.91992
H -3.32940 -1.15302 -0.13668
H -1.44075 0.60904 -1.43569
H -1.37014 -1.00100 -1.14652
H 3.04522 0.75284 0.16130
*
```

Properties
⟨S²⟩   2.007
Energy above the lowest of the compared OMol25 structures with the same formula, charge and spin   67.4 kcal per mole
Gap between HOMO and LUMO (spin up / spin down)   7.2 / 7.1 eV

=====

ORCA calculation (ωB97M-V/def2-TZVPD) on a single C8H14N2O molecule at a distorted geometry.

```
! wB97M-V def2-TZVPD RIJCOSX def2/J DEFGRID3
* xyz 0 1
C -2.00662 0.82436 0.11871
C -3.21138 0.25580 -0.05808
C 0.22667 0.54852 -0.23704
C -2.25350 -1.74701 0.62700
C -4.30551 1.06748 -0.61544
C 3.88323 -0.61123 -0.28022
C 1.34060 -0.39843 -0.33875
C 2.66361 0.24942 0.06205
N -1.06922 -1.43679 0.02759
N -0.93494 -0.00530 0.06424
O -3.36837 -1.03640 0.06468
H -1.71060 1.82527 0.07483
H 0.53144 1.60765 0.07313
H -2.44503 -2.74974 0.53841
H -2.24237 -1.36990 1.76956
H -3.95748 2.12038 -0.44448
H -5.21560 0.69926 -0.21436
H -4.44800 1.08924 -1.72743
H 3.74777 -1.01494 -1.35332
H 4.82601 0.03698 -0.31933
H 4.02325 -1.48469 0.34254
H 1.04528 -1.24220 0.29749
H 1.65139 -0.83642 -1.28695
H 2.76683 0.52572 1.10479
H 2.70614 1.18799 -0.54056
*
```

Properties
Energy above the lowest of the compared OMol25 structures with the same formula, charge and spin   98.2 kcal per mole
Gap between HOMO and LUMO (spin up / spin down)   8.0 / 8.0 eV

=====

E_tot for the records above, in order: -233926.5535 -49321.9928 -109409.1523 -35941.5198 -52106.3341 -10002.8654 -9998.3356 -13546.4068 eV